This record from OMol25 describes C33H47F12N3O2PbSSi4Te as an isolated structure at a distorted geometry. The level of theory is ωB97M-V/def2-TZVPD.

Element x y z (Å)
Pb -0.272 0.216 0.578
C 0.993 -5.609 -3.498
C 0.786 -4.204 -2.989
C 1.579 -3.139 -3.399
C 1.338 -1.873 -2.919
C 0.292 -1.569 -2.018
N 0.181 -0.251 -1.599
C 0.248 0.757 -2.546
C -0.407 0.541 -3.783
C -0.448 1.475 -4.791
C 0.165 2.713 -4.628
C 0.148 3.765 -5.708
C 0.801 2.949 -3.422
C 0.859 2.027 -2.374
C 1.711 2.393 -1.142
O 1.341 1.888 0.056
C 1.764 3.958 -0.900
F 2.595 4.679 -1.706
F 2.177 4.230 0.351
F 0.540 4.517 -1.025
C 3.171 1.957 -1.517
F 4.070 2.289 -0.567
F 3.249 0.630 -1.705
F 3.621 2.519 -2.676
C -0.500 -2.660 -1.577
C -0.223 -3.933 -2.081
C -1.732 -2.530 -0.647
O -1.867 -1.431 0.109
C -1.789 -3.752 0.362
F -2.593 -3.472 1.408
F -2.250 -4.942 -0.119
F -0.567 -4.000 0.879
C -2.999 -2.621 -1.564
F -4.140 -2.567 -0.843
F -3.099 -3.743 -2.329
F -3.021 -1.583 -2.420
H 1.579 -5.611 -4.419
H 0.031 -6.084 -3.705
H 1.516 -6.224 -2.761
H 2.403 -3.303 -4.087
H 1.980 -1.056 -3.223
H -0.911 -0.408 -3.912
H -0.963 1.243 -5.719
H 0.210 3.308 -6.698
H 0.992 4.446 -5.590
H -0.769 4.362 -5.674
H 1.303 3.901 -3.320
H -0.831 -4.771 -1.769
C 4.233 -4.265 0.089
Si 3.595 -4.420 1.868
C 4.830 -5.523 2.818
C 1.994 -5.427 1.738
Si 3.300 -2.307 2.860
Te 2.332 -0.416 1.509
Si 5.473 -1.406 3.104
C 6.270 -1.184 1.397
C 5.382 0.346 3.831
C 6.759 -2.327 4.175
Si 2.550 -2.711 5.053
C 0.825 -3.517 5.102
C 3.654 -3.820 6.148
C 2.400 -1.070 6.013
H 4.279 -5.229 -0.423
H 5.228 -3.814 0.058
H 3.560 -3.615 -0.478
H 4.989 -6.487 2.328
H 4.466 -5.720 3.829
H 5.800 -5.029 2.913
H 2.146 -6.375 1.215
H 1.248 -4.855 1.184
H 1.575 -5.647 2.724
H 5.539 -0.713 0.734
H 6.562 -2.136 0.948
H 7.153 -0.540 1.433
H 4.739 0.954 3.190
H 6.364 0.823 3.878
H 4.950 0.352 4.836
H 6.962 -3.326 3.781
H 6.403 -2.447 5.201
H 7.707 -1.785 4.214
H 0.890 -4.578 4.847
H 0.167 -3.048 4.366
H 0.347 -3.437 6.081
H 3.725 -4.829 5.738
H 3.280 -3.901 7.172
H 4.670 -3.418 6.193
H 2.121 -0.264 5.329
H 3.358 -0.796 6.464
H 1.653 -1.111 6.810
C -0.343 2.756 3.543
N -1.168 1.598 3.786
C -0.585 0.326 4.191
C -1.666 -0.697 3.816
N -2.820 0.158 3.539
C -2.447 1.462 3.382
S -3.461 2.671 2.860
H -0.013 3.205 4.484
H -0.936 3.482 2.990
H 0.530 2.476 2.948
H -0.390 0.324 5.270
H 0.362 0.153 3.672
H -1.885 -1.374 4.643
H -1.393 -1.294 2.941
H -3.555 -0.179 2.941

Calculated values
- Charge: -2
- E_tot: -131054.704 eV
- Frontier orbital gap: 6.0 eV

Atomic partial charges in e from the Mulliken method, atoms 1 to 5: Pb 0.976; C -1.606; C 0.530; C -1.243; C 0.194